1.
ORCA calculation (wB97M-V/def2-TZVPD) on C8H19B4IO6 as an isolated structure at a distorted geometry.

## Properties
HOMO energy: -9.45 eV
E: -31703.188 eV
LUMO energy: 0.46 eV
F_max: 1.041 eV/Å
Frontier orbital gap: 9.9 eV

XYZ file:
```
38
Properties=species:S:1:pos:R:3:forces:R:3
C -2.766 0.246 -0.443 -0.38 -0.38 -0.06
C -2.901 -0.665 -1.683 0.34 0.24 -0.54
B -2.584 0.246 -2.908 0.21 -0.30 -0.27
O -3.496 0.472 -3.914 -0.57 -0.02 0.72
B -1.060 1.031 -2.908 0.34 0.28 -0.88
O 0.139 0.441 -2.523 -0.56 0.12 0.69
B 0.787 1.151 -1.532 0.67 -0.40 -0.14
O 0.640 2.526 -1.440 -0.47 -0.04 0.71
B -0.499 3.024 -2.013 0.39 0.43 -0.67
I -1.642 4.595 -1.121 0.21 0.05 -0.01
O -0.977 2.423 -3.144 -0.80 -0.16 0.65
H -3.279 1.202 -0.568 0.04 0.11 -0.01
H -1.727 0.420 -0.174 0.07 0.11 -0.02
H -3.220 -0.244 0.412 0.07 0.06 0.17
H -2.122 -1.429 -1.633 -0.19 -0.28 0.18
H -3.893 -1.104 -1.761 -0.01 -0.18 0.10
H -3.666 1.407 -4.045 0.36 0.20 -0.65
H 1.426 0.562 -0.725 0.23 0.12 -0.11
C 3.146 -2.220 -1.592 -0.23 0.09 0.08
C 3.047 -2.345 -0.089 0.04 -0.01 -0.02
O 2.064 -1.989 0.517 -0.01 0.02 0.02
C 4.242 -2.937 0.621 -0.11 0.03 0.12
H 2.230 -1.783 -1.981 -0.01 0.00 0.00
H 3.991 -1.581 -1.856 0.07 -0.09 -0.04
H 3.294 -3.203 -2.040 0.12 0.02 -0.02
H 5.128 -2.329 0.434 0.03 -0.06 -0.07
H 4.432 -3.948 0.255 0.07 0.03 -0.06
H 4.049 -2.973 1.690 -0.01 0.00 0.01
C -0.972 2.093 3.739 -0.13 0.00 -0.12
C -0.864 0.702 3.161 0.08 -0.02 0.01
O -1.600 0.324 2.280 0.01 0.04 0.15
C 0.211 -0.192 3.729 -0.08 -0.11 -0.11
H -1.777 2.632 3.244 0.00 0.00 -0.01
H -1.178 2.039 4.809 0.09 0.02 0.03
H -0.035 2.633 3.593 0.03 -0.02 0.09
H 0.051 -0.336 4.799 0.07 0.07 0.03
H 1.192 0.263 3.582 0.01 0.03 0.08
H 0.188 -1.155 3.226 0.01 0.01 -0.02
```
Positions in Å, forces in eV/Å.

For each atom in turn, the natural (NBO) charge in e is: C -0.59; C -0.78; B 0.73; O -0.89; B 0.88; O -0.89; B 0.98; O -0.91; B 0.94; I -0.06; O -0.92; H 0.20; H 0.21; H 0.24; H 0.24; H 0.22; H 0.50; H -0.09; C -0.72; C 0.60; O -0.54; C -0.72; H 0.24; H 0.23; H 0.23; H 0.23; H 0.23; H 0.23; C -0.72; C 0.60; O -0.55; C -0.72; H 0.24; H 0.23; H 0.23; H 0.23; H 0.23; H 0.24

2.
ORCA calculation (wB97M-V/def2-TZVPD) on C5H11NO as an isolated structure.

## Properties
HOMO energy (spin up / spin down): -7.39 / -7.40 eV
E: -8895.361 eV
LUMO energy (spin up / spin down): 0.29 / 0.29 eV
F_max: 0.399 eV/Å
Energy above the lowest of the compared OMol25 structures with the same formula, charge and spin: 6.336 eV
Frontier orbital gap (spin up / spin down): 7.7 / 7.7 eV

XYZ file:
```
18
Properties=species:S:1:pos:R:3:forces:R:3
C 2.167 -0.389 0.314 0.32 0.21 0.12
C 0.643 1.726 0.270 -0.26 -0.20 -0.06
N -0.458 0.973 0.218 0.39 -0.03 0.01
C -0.940 0.045 1.231 -0.05 -0.01 0.16
C -0.517 -0.380 -0.136 -0.16 0.00 -0.13
C -1.315 -1.010 -1.234 0.27 -0.08 0.02
O -2.714 -0.760 -1.184 0.08 0.39 -0.02
H 2.514 0.014 1.267 0.03 -0.09 -0.15
H 2.744 0.053 -0.502 -0.04 -0.08 0.13
H 2.333 -1.477 0.316 -0.14 0.30 -0.01
H 0.797 2.358 1.146 -0.03 -0.26 -0.17
H 1.095 2.035 -0.671 -0.10 -0.15 0.20
H -0.245 -0.179 2.050 -0.13 0.07 -0.22
H -1.989 0.157 1.506 0.24 0.02 -0.09
H 0.791 -0.572 -0.026 -0.15 0.01 0.04
H -0.882 -0.700 -2.202 -0.19 -0.05 0.21
H -1.200 -2.098 -1.161 -0.02 0.23 0.00
H -2.826 0.202 -1.203 -0.07 -0.26 -0.02
```
Positions in Å, forces in eV/Å.

For each atom in turn, the natural (NBO) charge in e is: C -0.92; C -0.09; N -0.33; C -0.25; C -0.09; C -0.09; O -0.71; H 0.20; H 0.20; H 0.21; H 0.19; H 0.20; H 0.20; H 0.21; H 0.24; H 0.17; H 0.20; H 0.46

3.
ORCA calculation (wB97M-V/def2-TZVPD) on one molecule with the formula C2H4N2OS at a distorted geometry.

## Properties
HOMO energy: -9.46 eV
E: -18000.278 eV
LUMO energy: 0.24 eV
F_max: 5.829 eV/Å
Energy above the lowest of the compared OMol25 structures with the same formula, charge and spin: 2.382 eV
SMILES: [H]/N=C/N(S)C=O
Frontier orbital gap: 9.7 eV

XYZ file:
```
10
Properties=species:S:1:pos:R:3:forces:R:3
C -0.575 0.769 0.428 -4.08 1.36 0.94
C 1.200 -0.580 0.128 5.71 -1.19 0.13
H 0.240 -1.847 -1.566 -0.12 -0.31 -0.62
H -0.227 0.773 1.471 0.46 0.53 -0.47
H -1.842 2.030 0.899 -0.41 -0.24 -0.35
H 1.639 -0.098 1.055 -1.10 -0.31 -0.58
N 0.045 -0.197 -0.308 -3.81 1.10 -1.19
N -1.688 1.397 0.106 3.16 -1.13 0.55
O 1.966 -1.297 -0.510 -0.77 -0.25 0.55
S -0.757 -0.950 -1.705 0.97 0.44 1.05
```
Positions in Å, forces in eV/Å.

For each atom in turn, the natural (NBO) charge in e is: C 0.26; C 0.50; H 0.16; H 0.17; H 0.35; H 0.15; N -0.55; N -0.64; O -0.60; S 0.20

4.
ORCA calculation (wB97M-V/def2-TZVPD) on one molecule with the formula Cl2O3S2 at a distorted geometry.

## Properties
HOMO energy (spin up / spin down): -10.27 / -10.27 eV
E: -52855.250 eV
LUMO energy (spin up / spin down): -2.04 / -2.04 eV
F_max: 2.897 eV/Å
Energy above the lowest of the compared OMol25 structures with the same formula, charge and spin: 1.532 eV
Frontier orbital gap (spin up / spin down): 8.2 / 8.2 eV

XYZ file:
```
7
Properties=species:S:1:pos:R:3:forces:R:3
O 1.373 0.154 -1.954 0.83 0.52 -0.04
O -0.357 -0.300 0.206 -0.12 0.19 0.23
O -1.480 1.003 2.275 1.47 -0.96 -0.83
S 0.088 -0.371 -1.708 -1.23 -0.12 2.62
S -0.582 -0.093 1.937 -0.89 0.02 -2.05
Cl 0.284 -2.395 -1.832 -0.12 0.01 0.17
Cl 1.351 0.388 2.503 0.06 0.33 -0.10
```
Positions in Å, forces in eV/Å.

For each atom in turn, the natural (NBO) charge in e is: O -0.79; O -1.08; O -0.83; S 1.58; S 1.56; Cl -0.19; Cl -0.25

5.
ORCA calculation (wB97M-V/def2-TZVPD) on one molecule with the formula C3H2F2S3 at a distorted geometry.

## Properties
HOMO energy: -9.11 eV
E: -41081.902 eV
LUMO energy: -2.13 eV
F_max: 4.435 eV/Å
Energy above the lowest of the compared OMol25 structures with the same formula, charge and spin: 0.000 eV
SMILES: FC(F)C(=S)C(=S)S
Frontier orbital gap: 7.0 eV

XYZ file:
```
10
Properties=species:S:1:pos:R:3:forces:R:3
C 0.933 -0.190 -0.312 1.54 0.80 -1.08
C -0.551 -0.388 -0.448 1.78 -3.00 -1.35
C -1.287 0.652 0.208 -2.92 3.03 1.39
H 2.945 -0.978 0.452 0.00 0.18 0.05
H -2.423 0.356 0.039 2.07 1.40 0.98
F -0.859 0.629 1.563 -1.07 -0.07 -1.77
F -1.007 2.016 -0.198 -0.75 -3.08 0.47
S 1.690 -1.261 0.822 -0.30 -0.42 0.04
S 1.810 0.968 -1.139 -1.37 -1.22 0.58
S -1.252 -1.803 -0.987 1.01 2.39 0.69
```
Positions in Å, forces in eV/Å.

For each atom in turn, the natural (NBO) charge in e is: C -0.36; C -0.22; C 0.48; H 0.15; H 0.19; F -0.34; F -0.34; S 0.16; S 0.07; S 0.20

6.
ORCA calculation (wB97M-V/def2-TZVPD) on C18H34F12InN4O28S12 as an isolated structure at a distorted geometry.

## Properties
HOMO energy: -8.29 eV
E: -250299.820 eV
LUMO energy: -5.02 eV
F_max: 9.488 eV/Å
Charge: -1
Frontier orbital gap: 3.3 eV

XYZ file:
```
109
Properties=species:S:1:pos:R:3:forces:R:3
In 1.507 2.698 1.292 -1.75 -1.33 -0.74
C 1.402 5.662 -2.293 1.05 -1.03 -1.35
F 0.500 6.165 -3.121 -0.03 -0.10 0.50
F 2.615 5.800 -2.842 -0.24 0.30 0.05
F 1.396 6.236 -1.128 -0.40 0.26 0.64
S 1.140 3.788 -2.139 -0.88 -0.21 1.15
O 0.126 3.620 -1.136 0.12 0.03 0.68
O 0.935 3.213 -3.423 0.29 0.49 0.13
N 2.563 3.292 -1.337 -2.06 1.71 0.59
S 3.463 2.602 -2.428 2.16 -5.28 -2.29
O 3.048 1.245 -2.779 0.41 1.48 1.49
O 3.743 3.339 -3.618 0.34 1.57 0.72
C 5.063 2.430 -1.418 0.45 1.12 -0.58
F 4.966 1.654 -0.360 -0.51 0.10 0.31
F 6.037 1.963 -2.178 -0.26 -0.17 -0.40
F 5.438 3.679 -1.035 -0.37 -0.46 0.17
N -0.573 4.512 1.690 -1.31 -0.64 -0.71
S -0.909 5.979 2.132 3.31 5.86 5.59
O -1.522 5.969 3.439 -0.24 -0.27 -1.43
O -1.239 7.030 1.226 -0.80 -1.16 -0.83
F 0.558 6.461 2.517 0.69 -0.73 -0.25
S -2.134 4.326 1.091 -2.04 -6.17 -3.71
O -2.330 4.784 -0.244 0.36 1.15 0.61
O -3.247 4.276 1.979 1.21 0.86 0.31
F -1.852 2.776 0.783 0.09 0.43 0.54
N 0.751 0.196 0.412 1.80 -0.98 -0.81
S -0.653 -0.458 0.146 -6.92 -1.07 1.35
O -0.821 -1.776 0.743 1.26 1.30 -0.92
O -1.293 -0.277 -1.136 1.19 0.22 0.71
F -1.533 0.432 1.091 0.74 -0.02 -0.15
S 1.619 -0.957 -0.520 5.06 -0.41 -0.51
O 1.326 -0.975 -1.907 -0.97 0.25 0.40
O 1.948 -2.230 0.092 -0.94 1.90 0.15
F 3.003 -0.144 -0.459 -1.10 -0.40 0.49
N 1.290 2.366 4.083 0.69 0.70 2.49
S 1.701 3.225 5.423 3.18 5.96 -1.22
O 2.887 2.788 6.100 -1.05 -0.83 -0.15
O 0.681 3.953 6.119 0.42 -1.61 -0.33
F 2.314 4.429 4.466 -0.17 -0.70 0.42
S 0.338 1.343 4.849 -6.56 -5.05 -4.64
O -0.954 1.793 5.320 2.38 0.44 1.05
O 0.840 0.068 5.300 0.88 1.79 0.57
F -0.238 0.896 3.339 0.69 -0.33 0.14
C 3.193 -2.749 4.610 0.74 -0.33 -0.66
C 3.861 -1.664 5.417 0.65 1.69 2.25
C 4.405 -0.479 4.558 -0.22 -1.03 -0.94
S 3.706 -0.875 2.892 -1.39 -0.87 0.99
O 4.645 -1.596 2.066 0.12 0.68 0.35
O 2.988 0.287 2.389 0.05 0.88 -0.57
C 2.421 -2.112 3.479 0.35 1.56 -1.43
H 2.704 -3.482 5.248 -0.31 0.12 -0.17
H 3.999 -3.244 4.056 -0.04 -0.53 0.29
H 4.641 -1.952 6.131 0.56 -0.90 -0.88
H 3.238 -1.304 6.245 -0.91 0.52 -0.85
H 5.482 -0.488 4.386 0.04 -0.30 0.17
H 4.147 0.529 4.874 -0.50 -0.13 -0.06
H 2.222 -2.682 2.570 0.39 -0.47 0.20
H 1.525 -1.495 3.559 0.05 -0.11 1.06
C -3.055 0.778 -6.224 1.54 0.62 -0.51
C -2.671 1.087 -4.744 0.02 1.14 -0.23
C -1.631 0.136 -4.190 0.26 -1.03 -0.50
S -0.792 -0.641 -5.625 -1.83 -0.52 -1.75
O -0.490 -2.061 -5.487 -0.29 1.15 0.47
O 0.189 0.220 -6.225 0.47 0.40 0.59
C -2.303 -0.441 -6.730 -0.08 -1.88 1.25
H -2.566 1.534 -6.845 -0.44 0.56 0.26
H -4.122 0.870 -6.409 -0.02 -0.53 -0.03
H -3.530 1.078 -4.073 -0.11 -0.20 -0.12
H -2.330 2.123 -4.725 0.17 -0.06 0.13
H -2.218 -0.642 -3.703 0.69 -0.41 0.17
H -0.837 0.501 -3.544 -0.24 0.23 0.13
H -2.813 -1.397 -6.578 -0.22 0.08 0.09
H -1.983 -0.450 -7.769 0.19 0.40 0.08
C -7.193 -0.576 -1.351 0.74 0.92 1.23
C -5.956 -1.148 -2.031 1.59 0.15 -0.09
C -4.720 -0.409 -1.443 -0.46 0.15 0.89
S -5.055 -0.179 0.347 0.21 -1.29 -1.48
O -4.814 1.195 0.631 -0.48 1.02 0.44
O -4.377 -1.170 1.156 -0.58 0.02 -0.38
C -6.848 -0.626 0.174 0.62 -0.19 0.06
H -8.120 -1.071 -1.629 0.02 -0.14 0.22
H -7.293 0.490 -1.570 -0.08 -0.03 -0.39
H -5.854 -0.976 -3.103 -0.66 -0.14 -0.10
H -5.878 -2.222 -1.856 -0.02 -0.04 0.03
H -4.679 0.605 -1.845 -0.06 0.06 0.08
H -3.707 -0.807 -1.494 -0.22 -0.49 -0.27
H -7.344 0.048 0.870 -0.40 -0.01 -0.30
H -6.875 -1.646 0.556 -0.15 0.00 0.06
C 2.610 -4.219 -2.979 -0.66 1.05 -0.55
C 3.539 -5.077 -2.198 0.44 0.23 0.18
O 4.831 -4.628 -2.601 0.91 -0.98 -0.35
S 4.863 -3.123 -3.116 -0.82 -1.15 -1.16
O 5.242 -3.149 -4.498 -0.01 0.30 0.79
O 5.589 -2.359 -2.173 -0.34 0.49 -0.01
O 3.270 -2.929 -3.035 0.38 0.59 0.87
H 1.636 -4.186 -2.490 0.09 0.71 0.05
H 2.440 -4.435 -4.034 0.18 -0.83 0.11
H 3.340 -6.124 -2.421 0.58 -0.07 0.04
H 3.539 -4.870 -1.127 -0.72 -0.19 0.04
C -1.096 -4.165 3.948 -1.33 0.23 -0.10
C -2.147 -4.555 2.924 1.28 1.72 -0.46
O -3.340 -3.852 3.225 -0.19 -1.05 0.15
O -1.502 -4.637 5.245 1.16 -0.29 -0.43
H -1.053 -3.077 4.000 0.06 0.00 0.01
H -0.148 -4.543 3.553 0.23 -0.14 0.56
H -2.129 -5.645 2.829 -0.86 -0.10 0.13
H -1.747 -4.116 2.001 -0.02 -0.39 -0.31
H -3.916 -3.906 2.457 -0.01 0.20 0.01
H -1.032 -5.473 5.334 -0.26 -0.06 0.40
```
Positions in Å, forces in eV/Å.

Atom charges from the Löwdin analysis, given in e for atoms 1 to 99: In 1.44; C -0.66; F 0.18; F 0.13; F 0.20; S 0.65; O -0.35; O -0.22; N -0.29; S 0.57; O -0.25; O -0.21; C -0.65; F 0.15; F 0.17; F 0.11; N -0.26; S 0.42; O -0.23; O -0.23; F -0.19; S 0.51; O -0.23; O -0.19; F -0.22; N -0.27; S 0.44; O -0.24; O -0.26; F -0.17; S 0.55; O -0.22; O -0.25; F -0.20; N -0.32; S 0.54; O -0.25; O -0.22; F -0.25; S 0.54; O -0.22; O -0.24; F -0.28; C -0.22; C -0.23; C -0.16; S 0.71; O -0.30; O -0.42; C -0.18; H 0.12; H 0.11; H 0.11; H 0.11; H 0.10; H 0.09; H 0.09; H 0.08; C -0.21; C -0.20; C -0.21; S 0.70; O -0.34; O -0.32; C -0.22; H 0.11; H 0.11; H 0.09; H 0.11; H 0.09; H 0.09; H 0.09; H 0.10; C -0.20; C -0.22; C -0.21; S 0.66; O -0.30; O -0.32; C -0.20; H 0.11; H 0.11; H 0.11; H 0.11; H 0.09; H 0.08; H 0.10; H 0.09; C -0.15; C -0.16; O -0.20; S 0.61; O -0.23; O -0.21; O -0.20; H 0.14; H 0.14; H 0.14; H 0.14